1.
The following is a DFT calculation (the ωB97M-V functional and the def2-TZVPD basis) of a 3-piece molecular cluster, C22H52F3O9P3Si overall.

The value obtained for the largest force on an atom is 5.94 eV/A. The relative energy (zero: lowest compared OMol25 entry of this formula, charge and spin) comes out at 0.0 kcal per mole. As for the SMILES: CCP(CC)[Si@H](CCCCOC)C(F)(F)F.CCOP(=O)(OCC)OCC.CCOP(=O)(OCC)OCC.

ORCA input file:
```
! wB97M-V def2-TZVPD RIJCOSX def2/J DEFGRID3
* xyz 0 1
C 3.862 -1.390 0.849
C 3.090 -2.521 0.114
P 2.264 -2.057 -1.472
C 1.875 -0.253 -1.579
C 0.500 -0.073 -2.229
Si 3.403 -2.751 -3.225
C 4.529 -1.486 -4.049
C 4.014 -0.883 -5.382
C 4.336 0.631 -5.489
C 4.590 1.065 -6.925
O 3.611 0.645 -7.849
C 2.284 1.018 -7.526
C 2.136 -3.548 -4.471
F 0.891 -3.069 -4.333
F 2.039 -4.866 -4.178
F 2.478 -3.496 -5.764
H 3.755 -0.413 0.394
H 3.536 -1.384 1.888
H 4.908 -1.696 0.881
H 2.343 -2.947 0.779
H 3.792 -3.325 -0.108
H 1.887 0.247 -0.613
H 2.593 0.216 -2.257
H 0.263 0.985 -2.361
H 0.473 -0.508 -3.230
H -0.292 -0.554 -1.656
H 4.244 -3.868 -2.739
H 4.771 -0.679 -3.356
H 5.467 -2.003 -4.265
H 4.519 -1.366 -6.217
H 2.935 -0.977 -5.488
H 5.190 0.851 -4.847
H 3.481 1.159 -5.057
H 4.750 2.151 -6.949
H 5.524 0.603 -7.254
H 1.820 1.398 -8.438
H 2.233 1.810 -6.779
H 1.704 0.144 -7.219
C -7.514 1.244 1.224
C -6.668 1.630 0.025
O -5.470 0.859 -0.068
P -5.557 -0.687 -0.497
O -6.286 -0.835 -1.761
O -4.004 -0.951 -0.811
C -3.560 -1.345 -2.111
C -3.192 -0.145 -2.957
O -5.490 -1.407 0.931
C -6.504 -2.327 1.386
C -6.957 -3.301 0.317
H -7.971 0.261 1.077
H -8.319 1.962 1.376
H -6.904 1.198 2.127
H -7.245 1.538 -0.899
H -6.353 2.669 0.114
H -4.309 -1.962 -2.606
H -2.681 -1.972 -1.957
H -3.982 0.607 -2.956
H -3.003 -0.443 -3.990
H -2.295 0.333 -2.562
H -7.354 -1.767 1.786
H -6.063 -2.870 2.221
H -7.452 -2.784 -0.507
H -7.665 -4.017 0.735
H -6.106 -3.845 -0.095
C -0.946 1.354 3.643
C -0.019 0.320 4.257
O 1.257 0.874 4.574
P 1.404 1.892 5.822
O 0.970 1.199 7.048
O 3.018 1.898 5.965
C 3.670 1.461 7.155
C 4.010 -0.015 7.091
O 1.464 3.276 4.995
C 0.551 4.364 5.234
C 0.307 4.624 6.706
H -1.268 2.082 4.394
H -1.841 0.881 3.236
H -0.439 1.898 2.845
H -0.475 -0.126 5.144
H 0.163 -0.479 3.539
H 3.066 1.687 8.033
H 4.586 2.048 7.236
H 3.142 -0.604 6.799
H 4.363 -0.372 8.060
H 4.789 -0.194 6.349
H -0.391 4.175 4.712
H 0.999 5.241 4.770
H -0.192 3.774 7.181
H -0.329 5.499 6.837
H 1.249 4.791 7.230
*
```

2.
The following is a DFT calculation (the ωB97M-V functional and the def2-TZVPD basis) of a 4-piece molecular cluster, C22H53B4NO11 overall.

The value obtained for the largest force on an atom is 1.03 eV/A. As for the SMILES: [H]/N=C(/C)CB1OB(CCCCCOC)OB(B(C)O)O1.COCCOC.COCCOC.COCCOC. The energy comes out at -50395.4004 eV.

ORCA input file:
```
! wB97M-V def2-TZVPD RIJCOSX def2/J DEFGRID3
* xyz 0 1
H -4.012 1.617 -0.992
N -3.649 1.383 -0.068
C -2.379 1.425 -0.052
C -1.671 1.070 1.233
C -1.545 1.794 -1.252
B -0.808 3.178 -1.182
O -0.388 3.723 0.021
B 0.669 4.630 0.030
C 1.545 4.879 1.300
C 3.039 4.732 0.960
C 3.461 3.262 0.848
C 4.981 3.036 0.985
C 5.663 2.371 -0.221
O 6.300 1.152 0.131
C 5.705 0.006 -0.430
O 0.977 5.256 -1.171
B 0.745 4.493 -2.303
B 2.006 4.102 -3.432
C 1.954 2.762 -4.249
O 3.081 4.956 -3.547
O -0.495 3.859 -2.345
H -1.834 0.009 1.436
H -0.598 1.245 1.178
H -2.104 1.626 2.063
H -2.202 1.845 -2.127
H -0.806 1.019 -1.498
H 1.267 4.198 2.107
H 1.361 5.905 1.638
H 3.653 5.225 1.717
H 3.237 5.230 0.006
H 3.127 2.872 -0.122
H 2.930 2.699 1.620
H 5.198 2.427 1.862
H 5.454 4.005 1.158
H 6.429 3.026 -0.644
H 4.921 2.177 -1.005
H 6.249 -0.858 -0.053
H 4.652 -0.089 -0.135
H 5.766 0.014 -1.524
H 0.941 2.500 -4.557
H 2.308 1.934 -3.616
H 2.618 2.795 -5.115
H 3.943 4.567 -3.393
C -0.438 -4.950 -1.386
O -1.798 -4.571 -1.495
C -2.080 -3.297 -0.947
C -2.163 -2.221 -2.008
O -0.918 -2.003 -2.652
C -0.810 -2.634 -3.914
H -0.286 -5.815 -2.029
H 0.231 -4.146 -1.705
H -0.191 -5.237 -0.359
H -1.322 -3.024 -0.204
H -3.046 -3.361 -0.438
H -2.450 -1.280 -1.527
H -2.937 -2.477 -2.739
H -1.409 -2.111 -4.667
H -1.128 -3.679 -3.869
H 0.238 -2.592 -4.208
C 4.282 -8.358 1.696
O 4.900 -7.366 0.898
C 4.455 -7.351 -0.445
C 3.434 -6.263 -0.697
O 2.234 -6.476 0.027
C 2.143 -5.702 1.208
H 4.523 -8.134 2.733
H 3.197 -8.359 1.571
H 4.669 -9.354 1.452
H 4.034 -8.324 -0.721
H 5.327 -7.168 -1.081
H 3.180 -6.259 -1.762
H 3.863 -5.286 -0.448
H 1.933 -4.652 0.969
H 3.060 -5.754 1.798
H 1.317 -6.097 1.798
C -7.836 1.200 3.996
O -8.640 2.214 3.423
C -8.369 3.510 3.924
C -7.477 4.310 2.997
O -6.185 3.749 2.882
C -5.992 2.980 1.705
H -7.965 0.305 3.389
H -6.780 1.478 4.002
H -8.155 0.981 5.021
H -7.907 3.449 4.915
H -9.326 4.029 4.028
H -7.365 5.319 3.406
H -7.949 4.395 2.012
H -5.896 3.631 0.829
H -6.819 2.284 1.543
H -5.072 2.413 1.817
*
```

3.
The following is a DFT calculation (the ωB97M-V functional and the def2-TZVPD basis) of a 10-piece molecular cluster, C22H53Cl2N10O24PSSi overall.

The value obtained for the largest force on an atom is 7.50 eV/A. As for the SMILES: CCO[C@@H]1C(=O)N[C@@](Cl)(CCCCS(=O)(=O)O)[C@]1(P(O)Cl)[Si](C)(C)C.C[N+](=O)[O-].C[N+](=O)[O-].C[N+](=O)[O-].C[N+](=O)[O-].C[N+](=O)[O-].C[N+](=O)[O-].C[N+](=O)[O-].C[N+](=O)[O-].C[N+](=O)[O-]. The energy comes out at -140733.8014 eV.

ORCA input file:
```
! wB97M-V def2-TZVPD RIJCOSX def2/J DEFGRID3
* xyz 0 1
C -1.795 -4.041 1.146
C -2.065 -3.157 -0.180
O -0.771 -2.679 -0.680
C -0.579 -1.332 -0.233
C -1.450 -0.152 -0.858
O -2.630 -0.094 -1.218
N -0.631 1.078 -0.997
C 0.462 0.869 0.011
Cl 1.832 2.117 -0.019
C -0.135 1.126 1.481
C -0.647 2.621 1.719
C 0.320 3.518 2.633
C 0.676 4.913 1.924
S 2.464 5.151 1.532
O 2.659 5.183 0.023
O 2.958 6.498 2.018
O 3.468 3.969 2.132
C 0.868 -0.647 -0.378
P 1.770 -1.399 1.141
O 2.080 -3.055 0.897
Cl 3.709 -0.524 1.268
Si 1.590 -0.992 -2.125
C 2.855 -2.462 -2.117
C 0.246 -1.482 -3.433
C 2.531 0.489 -2.901
H -2.130 -5.108 0.967
H -2.444 -3.622 1.990
H -0.698 -3.928 1.389
H -2.631 -3.734 -0.979
H -2.749 -2.311 0.140
H -0.653 -1.456 0.910
H -1.220 1.904 -0.854
H -0.979 0.430 1.765
H 0.714 0.960 2.232
H -1.634 2.540 2.293
H -0.886 3.198 0.775
H 1.250 2.918 2.917
H -0.241 3.788 3.586
H 0.386 5.781 2.604
H 0.108 5.088 0.953
H 4.382 4.311 1.978
H 1.302 -3.533 0.545
H 3.608 -2.281 -1.273
H 3.463 -2.330 -3.076
H 2.347 -3.468 -2.055
H -0.560 -0.680 -3.460
H -0.204 -2.502 -3.243
H 0.793 -1.457 -4.436
H 2.689 0.372 -4.013
H 3.482 0.743 -2.330
H 1.844 1.399 -2.762
C 7.440 -1.792 -1.798
N 6.177 -1.839 -2.578
O 5.477 -0.842 -2.570
O 5.934 -2.873 -3.168
H 7.525 -0.816 -1.327
H 7.392 -2.580 -1.048
H 8.261 -1.958 -2.493
C 0.281 6.747 -2.112
N -1.175 6.999 -1.957
O -1.768 7.473 -2.907
O -1.672 6.711 -0.882
H 0.585 7.048 -3.108
H 0.800 7.336 -1.358
H 0.448 5.681 -1.963
C 0.568 9.536 3.286
N -0.637 8.738 2.945
O -1.645 9.343 2.645
O -0.523 7.526 2.993
H 0.323 10.592 3.202
H 0.850 9.285 4.307
H 1.352 9.264 2.581
C -2.426 -9.128 0.903
N -2.726 -7.682 0.747
O -1.805 -6.942 0.457
O -3.878 -7.334 0.922
H -1.366 -9.287 0.719
H -2.687 -9.410 1.922
H -3.030 -9.669 0.177
C -6.636 -5.826 2.763
N -5.589 -4.901 3.269
O -5.249 -5.022 4.429
O -5.145 -4.087 2.479
H -6.935 -6.492 3.569
H -7.478 -5.221 2.430
H -6.204 -6.390 1.937
C 1.804 -3.619 4.827
N 0.544 -3.660 4.043
O -0.155 -2.662 4.054
O 0.303 -4.691 3.444
H 1.888 -2.645 5.302
H 1.753 -4.410 5.573
H 2.627 -3.783 4.132
C 0.267 -6.032 -2.807
N 0.938 -5.584 -4.055
O 0.318 -5.699 -5.096
O 2.061 -5.131 -3.942
H -0.722 -6.410 -3.057
H 0.881 -6.818 -2.369
H 0.196 -5.170 -2.144
C 2.870 8.362 -5.872
N 2.910 7.893 -4.463
O 2.240 8.504 -3.649
O 3.610 6.930 -4.224
H 2.209 9.223 -5.936
H 3.886 8.632 -6.156
H 2.495 7.541 -6.481
C -6.096 -0.972 1.283
N -7.469 -0.543 1.655
O -7.575 0.383 2.438
O -8.391 -1.152 1.146
H -5.378 -0.345 1.808
H -5.986 -2.014 1.579
H -5.994 -0.854 0.206
*
```

4.
The following is a DFT calculation (the ωB97M-V functional and the def2-TZVPD basis) of C22H53ClP2Tm as an isolated structure.

The value obtained for the largest force on an atom is 4.29 eV/A. The energy comes out at -84301.4529 eV.

ORCA input file:
```
! wB97M-V def2-TZVPD RIJCOSX def2/J DEFGRID3
* xyz -1 3
Tm -0.506 0.770 0.193
Cl 1.777 0.213 -0.735
P -0.525 3.114 -1.054
C 0.167 3.113 -2.763
C -2.317 3.712 -0.910
C 0.679 3.866 0.146
C -0.068 1.797 -3.540
H 1.259 3.208 -2.632
C -0.384 4.343 -3.475
H -1.463 4.231 -3.662
H 0.113 4.486 -4.440
H -0.238 5.256 -2.889
H 0.499 0.960 -3.108
H 0.264 1.919 -4.581
H -1.126 1.496 -3.553
H 1.639 3.388 -0.133
C 0.459 3.561 1.649
C 0.716 5.355 -0.203
H 1.163 5.512 -1.189
H 1.315 5.913 0.523
H -0.294 5.787 -0.210
H 0.061 2.544 1.898
H -0.197 4.312 2.118
H 1.434 3.621 2.162
C -3.186 2.743 -1.750
H -2.378 4.730 -1.346
C -2.771 3.765 0.556
H -3.046 2.878 -2.830
H -4.253 2.894 -1.533
H -2.966 1.682 -1.532
H -2.641 2.799 1.086
H -3.849 3.993 0.614
H -2.244 4.531 1.145
H -1.010 -0.168 -1.416
H 0.240 -0.060 1.775
P 1.095 -3.238 0.840
C 2.776 -2.886 1.486
C -0.150 -4.034 2.013
C 1.082 -3.742 -0.922
C 2.874 -1.554 2.268
H 3.416 -2.767 0.595
C 3.239 -4.117 2.266
H 2.683 -4.216 3.209
H 4.301 -4.040 2.520
H 3.112 -5.039 1.687
H 2.702 -0.711 1.583
H 3.879 -1.442 2.709
H 2.126 -1.488 3.069
H 1.815 -3.048 -1.372
C -0.237 -3.508 -1.705
C 1.626 -5.175 -0.961
H 2.687 -5.202 -0.689
H 1.539 -5.617 -1.959
H 1.083 -5.828 -0.263
H -0.883 -2.767 -1.207
H -0.801 -4.443 -1.872
H -0.007 -3.088 -2.694
C -0.235 -3.129 3.254
H 0.217 -5.050 2.305
C -1.519 -4.156 1.334
H 0.669 -3.144 3.881
H -1.086 -3.405 3.896
H -0.397 -2.093 2.910
H -1.883 -3.144 1.092
H -2.263 -4.617 2.009
H -1.507 -4.752 0.414
C -2.548 0.441 3.285
C -2.951 -0.568 2.199
C -4.465 -0.794 2.238
C -2.590 -0.153 0.796
H -2.982 1.439 3.084
H -1.456 0.555 3.370
H -2.921 0.109 4.272
H -2.441 -1.519 2.425
H -4.990 0.128 1.944
H -4.755 -1.582 1.539
H -4.810 -1.076 3.246
H -2.544 -1.036 0.146
H -3.310 0.588 0.391
*
```